The following is a quantum chemistry calculation of an isolated molecule of C4H7N3, from the Open Molecules 2025 dataset.

Element x y z (Å)
C  1.52  0.00  -0.98
C  0.04  0.26  -0.75
N  -0.79  -0.93  -0.55
C  -1.19  -0.65  0.74
N  -1.94  -1.29  1.53
C  -0.36  0.62  0.69
N  -0.11  1.51  1.55
H  1.69  -0.47  -1.96
H  1.92  -0.67  -0.21
H  2.08  0.94  -0.97
H  -0.36  0.95  -1.50
H  0.54  2.20  1.16
H  -1.03  -1.69  -1.16
H  -2.00  -0.78  2.41

The value obtained for the gap between HOMO and LUMO is 9.92 eV. The HOMO energy comes out at -9.20 eV. As for the SMILES: [H]/N=C1/N[C@H](C)/C1=N\[H]. The total energy is -320.84460 a.u. For the energy above the lowest of the compared OMol25 structures with the same formula, charge and spin, the calculation gives 24.3 kcal per mole.